Record 1
Formula: C16H14Cl5GaN2OS3
Source: the OMol25 dataset
Level of theory: ωB97M-V/def2-TZVPD

The value obtained for the frontier orbital gap is 6.9462 eV. The energy comes out at -169342.58966 eV.

Geometry (Å):
Ga (0.04360, -0.39180, -0.00120)
Cl (-4.64850, 4.55800, 0.06200)
Cl (-2.50320, 6.79880, 0.01380)
Cl (0.51900, 6.02940, -0.09190)
Cl (1.33860, 3.01370, -0.10290)
Cl (-3.81910, 1.59370, 0.07400)
S (0.52520, -2.70480, 0.17370)
S (-2.41560, -1.40880, 0.00610)
S (2.30680, 0.10210, 0.10660)
O (-0.89460, 1.16430, 0.10140)
N (-1.67760, -2.15920, 2.42040)
N (-3.10810, -0.31870, 2.30330)
C (-0.67860, 4.80630, -0.03490)
C (2.85160, -4.03720, 0.00530)
C (-2.02650, 5.15140, 0.00640)
C (-2.98680, 4.14460, 0.03840)
C (-3.83660, 0.91020, 4.21190)
C (-0.76560, -3.10400, 4.46370)
C (4.50170, -1.51500, -0.00960)
C (-0.30950, 3.46680, -0.02440)
C (-3.07130, -0.21310, 3.61260)
C (-2.31840, -1.11130, 4.40010)
C (-2.61120, 2.80560, 0.05320)
C (-1.25510, 2.43190, 0.04150)
C (2.28410, -2.65310, 0.08740)
C (2.99750, -1.52150, 0.06310)
C (-2.40860, -1.25290, 1.68140)
C (-1.61380, -2.10330, 3.76440)
H (-4.85130, 0.90300, 3.82020)
H (2.46740, -4.53130, -0.88640)
H (2.52220, -4.61500, 0.86760)
H (-3.38610, 1.85140, 3.89730)
H (-3.84610, 0.85830, 5.29630)
H (4.85350, -2.01260, -0.91160)
H (-0.85090, -2.99370, 5.54020)
H (-2.29820, -1.02590, 5.47210)
H (0.27660, -2.96710, 4.17710)
H (4.92830, -2.02030, 0.85570)
H (3.93430, -4.03830, -0.02980)
H (-1.14120, -2.85500, 1.89740)
H (-1.05810, -4.11390, 4.18370)
H (4.87270, -0.49420, -0.02060)

Atom-resolved charges from Mulliken, all expressed in e: 0.550 -0.186 -0.195 -0.185 -0.249 -0.105 -0.535 -0.281 -0.325 -0.215 0.059 -0.202 -0.149 -1.439 0.453 -0.062 -1.237 -1.401 -1.635 0.689 0.857 -0.807 0.556 -0.533 0.563 0.614 -0.074 0.864 0.327 0.304 0.305 0.265 0.370 0.325 0.376 0.351 0.311 0.346 0.382 0.176 0.358 0.413

---

Record 2
Formula: C16H14ClIrN3O2S5Sb
Source: the OMol25 dataset
Level of theory: ωB97M-V/def2-TZVPD

The value obtained for the frontier orbital gap (spin up / spin down) is 6.4815 / 5.7591 eV. As for the spin multiplicity: 6. The charge is -1. The energy comes out at -101460.96205 eV.

Geometry (Å):
Ir (-1.34311, 0.25125, -0.68986)
Sb (-1.66641, -1.96589, 1.54991)
Cl (-8.26401, -0.15177, -1.71388)
S (-1.28274, 0.43289, 1.62856)
S (3.02073, -0.68020, -1.98941)
S (2.29766, -2.56597, 0.54439)
S (-2.27823, -1.89648, -0.77631)
S (-3.59837, -2.34628, 2.76084)
O (3.19625, -3.14059, -0.43892)
O (1.61139, -3.44741, 1.44706)
N (0.63955, 0.12601, -1.50579)
N (5.63342, 1.08456, 3.86905)
N (1.19729, -1.62461, -0.11471)
C (2.69804, -0.42902, 2.22548)
C (-3.97431, 1.35738, -1.65156)
C (-6.61005, 0.42987, -1.69019)
C (-6.13000, 1.08640, -0.57067)
C (5.44706, -0.78325, 2.33436)
C (4.67016, -1.62981, 1.55963)
C (4.85748, 0.24958, 3.05856)
C (-5.79658, 0.22496, -2.78928)
C (-4.49057, 0.68908, -2.76058)
C (3.47494, 0.41565, 2.99633)
C (-4.82281, 1.54632, -0.56104)
C (2.38565, 0.65070, -2.89954)
C (1.12086, 0.90978, -2.52895)
C (1.52411, -0.77986, -1.07455)
C (-2.54754, 1.79260, -1.61054)
C (3.29454, -1.45866, 1.50515)
H (-2.15453, 1.95894, -2.61525)
H (6.60326, 1.15273, 3.60898)
H (5.22594, 1.98312, 4.06808)
H (5.12759, -2.42038, 0.97955)
H (2.95839, 1.14221, -3.66731)
H (0.47453, 1.66760, -2.94681)
H (-2.41115, 2.68002, -0.99145)
H (-4.44058, 2.03514, 0.32810)
H (-6.18052, -0.29814, -3.65510)
H (6.52245, -0.91791, 2.37521)
H (-6.77162, 1.22701, 0.28899)
H (1.62565, -0.28728, 2.17524)
H (3.00509, 1.21774, 3.55507)
H (-3.84891, 0.51196, -3.61686)

Atom-resolved charges from Mulliken, all expressed in e: 0.991 0.690 -0.263 -0.659 -0.066 1.121 -0.572 -0.509 -0.708 -0.698 -0.279 -0.590 -0.120 -0.110 0.348 0.426 -0.712 -0.665 -0.572 1.158 -0.738 -0.071 -0.791 -0.193 -0.320 -0.617 0.388 -1.526 -0.185 0.398 0.221 0.225 0.447 0.372 0.327 0.561 0.324 0.380 0.261 0.379 0.334 0.289 0.322

---

Record 3
Formula: C16H14HgNOS
Source: the OMol25 dataset
Level of theory: ωB97M-V/def2-TZVPD

The value obtained for the frontier orbital gap (spin up / spin down) is 3.3503 / 3.9105 eV. As for the spin multiplicity: 2. The charge is -2. The energy comes out at -35361.80196 eV.

Geometry (Å):
Hg (-0.57814, 0.40057, -0.12964)
S (4.23639, -0.13588, 1.65758)
O (-3.56126, 0.64542, 0.58651)
N (2.21939, 0.08537, -0.00841)
C (-3.13871, -0.13515, -0.45936)
C (4.56981, -0.09256, -0.05638)
C (5.81327, -0.10101, -2.11342)
C (-0.31201, 0.10430, 4.50100)
C (-2.97757, -1.51664, 0.15488)
C (3.33080, 0.03693, -0.75518)
C (1.04564, -0.02603, 4.76442)
C (3.38786, 0.09441, -2.16730)
C (-0.73528, 0.20858, 3.16146)
C (0.12519, 0.18022, 2.07362)
C (4.60997, 0.02630, -2.81411)
C (5.77908, -0.15926, -0.71368)
C (-3.76834, 1.98720, 0.21572)
C (2.48018, 0.00687, 1.31585)
C (1.95871, -0.05262, 3.72106)
C (1.52488, 0.04268, 2.37158)
H (1.40132, -0.10389, 5.78851)
H (-2.82640, 2.40419, -0.16407)
H (4.63226, 0.07318, -3.89895)
H (6.70166, -0.25602, -0.14973)
H (-2.54948, -2.20278, -0.57702)
H (-4.08848, 2.52903, 1.10835)
H (-3.98573, -1.86516, 0.42603)
H (-2.36396, -1.54259, 1.06708)
H (6.75818, -0.15138, -2.64150)
H (2.46058, 0.19383, -2.71814)
H (-4.52604, 2.05649, -0.57077)
H (-1.03259, 0.12071, 5.31418)
H (-1.80333, 0.32293, 2.98019)
H (3.01655, -0.14436, 3.95234)

Atom-resolved charges from Mulliken, all expressed in e: -0.228 -0.498 0.066 -0.234 -0.619 0.777 -0.498 -0.778 -0.782 -0.744 -0.354 -0.540 0.283 -1.553 -0.299 -0.431 -0.730 0.484 -0.826 1.405 0.311 0.231 0.317 0.318 0.257 0.229 0.320 0.230 0.329 0.385 0.304 0.328 0.318 0.222

---

Record 4
Formula: C16H14N2O
Source: the OMol25 dataset
Level of theory: ωB97M-V/def2-TZVPD

The value obtained for the frontier orbital gap is 8.9145 eV. The energy comes out at -21843.72895 eV.

Geometry (Å):
O (-2.84678, -2.57483, -3.21357)
N (3.40565, 2.76237, 6.42109)
N (0.81295, 0.20816, 3.29100)
C (1.46466, 0.62833, 4.35835)
C (2.71102, 2.43620, 5.57739)
C (0.21930, 0.45264, 0.94030)
C (0.20127, -1.36903, -0.65650)
C (0.73560, -0.82477, 0.52018)
C (-1.59471, -2.87762, -2.72536)
C (1.93421, 2.77672, 3.35267)
C (2.07166, 1.91357, 4.43668)
C (-1.45333, 0.46089, -0.91955)
C (1.29254, 2.24227, 2.24412)
C (-1.20021, -1.33092, -2.79156)
C (-0.09420, -0.83056, -3.71726)
C (0.81617, 0.94679, 2.21851)
C (-0.77988, 1.08483, 0.18192)
C (-0.91892, -0.70533, -1.38941)
C (-2.53570, -1.20197, -3.39755)
H (0.83061, -0.64748, -3.13062)
H (-0.00308, -1.71360, -4.45266)
H (-2.30672, 0.92822, -1.46544)
H (-3.15398, -0.55210, -2.68780)
H (-0.38024, 0.08823, -4.23275)
H (-0.97105, -3.53322, -3.30956)
H (1.37712, 0.11477, 5.31634)
H (-2.50818, -0.81468, -4.43918)
H (2.08936, 3.89285, 3.43474)
H (-1.06268, 2.09057, 0.54414)
H (-1.68987, -3.18891, -1.63720)
H (0.67962, -2.34101, -0.96748)
H (1.60565, -1.18005, 1.02805)
H (1.25212, 2.65867, 1.26794)

Atom-resolved charges from Mulliken, all expressed in e: -0.420 -0.463 -0.556 -0.281 -0.012 0.538 -0.589 -0.970 -0.607 -0.551 0.509 -0.540 -0.691 1.750 -1.321 0.468 -0.426 -0.110 -0.543 0.377 0.335 0.277 0.238 0.336 0.323 0.417 0.293 0.327 0.376 0.314 0.278 0.399 0.526

---

Record 5
Formula: C16H14N2O6SSr
Source: the OMol25 dataset
Level of theory: ωB97M-V/def2-TZVPD

The value obtained for the frontier orbital gap is 6.8295 eV. The charge is -2. The energy comes out at -43759.99203 eV.

Geometry (Å):
Sr (-0.03426, -0.46611, 0.06029)
S (-1.61810, -2.10556, -1.36968)
O (2.21134, -0.12603, -0.15644)
O (-2.75035, -1.59842, -0.56402)
O (-0.42372, -0.40717, 2.31035)
O (-0.56878, -2.60171, -0.41350)
O (-0.98943, -0.92193, -2.06326)
O (-2.00198, -3.13785, -2.32204)
N (0.43821, 1.94086, -1.06453)
N (-1.86448, 1.15704, 0.39648)
C (2.84419, 0.09054, -1.24003)
C (3.21155, 1.30670, -3.34708)
C (-1.70853, -1.21224, 4.11930)
C (-4.01762, -0.31767, 2.90165)
C (3.99764, -0.67824, -1.59620)
C (-2.80130, -0.09634, 2.26069)
C (-1.57238, -0.56159, 2.85457)
C (-4.11728, -0.94249, 4.13375)
C (-0.81350, 2.70972, -1.15587)
C (-2.86224, 0.60889, 0.95471)
C (4.71784, -0.43853, -2.74178)
C (-2.00106, 1.76112, -0.94038)
C (-2.92844, -1.38941, 4.72999)
C (1.22036, 1.91291, -2.06432)
C (4.34648, 0.57543, -3.64351)
C (2.45523, 1.10418, -2.19090)
H (4.90776, 0.75674, -4.55031)
H (-0.90551, 3.23713, -2.11393)
H (-2.96674, -1.90104, 5.68715)
H (-0.79437, -1.57776, 4.57295)
H (-5.07731, -1.09657, 4.60761)
H (2.86953, 2.07156, -4.04135)
H (-2.95644, 2.28122, -1.08687)
H (-1.93648, 0.95354, -1.68277)
H (-4.91897, 0.01906, 2.39401)
H (-3.86081, 0.68814, 0.50538)
H (0.98665, 2.53069, -2.94512)
H (5.58271, -1.05876, -2.95901)
H (4.27262, -1.47286, -0.91332)
H (-0.81412, 3.45029, -0.35244)

Atom-resolved charges from Mulliken, all expressed in e: 2.096 0.996 -1.098 -0.543 -1.052 -0.901 -0.741 -0.742 -0.175 -0.470 0.384 -0.492 -0.695 -0.489 -0.703 0.807 0.479 -0.688 -1.003 -0.171 -0.278 -0.460 -0.331 -0.014 -0.675 0.672 0.357 0.480 0.310 0.343 0.355 0.256 0.579 0.193 0.269 0.093 0.085 0.322 0.356 0.291

---

Record 6
Formula: C16H14N5RbS5Sb
Source: the OMol25 dataset
Level of theory: ωB97M-V/def2-TZVPD

The value obtained for the frontier orbital gap (spin up / spin down) is 5.1760 / 5.7863 eV. As for the spin multiplicity: 2. The charge is -2. The energy comes out at -85641.11859 eV.

Geometry (Å):
Sb (-4.30297, -0.75097, 2.78319)
Rb (-0.99455, -1.23575, 0.79441)
S (-2.43242, 0.62947, 2.98570)
S (4.57892, -2.16320, -0.38592)
S (-0.50276, 3.22253, -0.76492)
S (-3.58999, -2.92346, 2.37546)
S (-5.65476, 0.01005, 1.02780)
N (-3.87742, 4.97475, 0.22763)
N (-2.53043, 4.92408, -0.02162)
N (2.32675, -0.90046, -0.24961)
N (-3.20781, 2.98395, -0.39252)
N (-3.28812, 1.64259, -0.80637)
C (2.68055, -4.58062, -0.14559)
C (4.20403, 2.28841, -0.24692)
C (3.11546, 1.43474, -0.22596)
C (5.73949, 0.42097, -0.34826)
C (-4.26580, 3.75701, -0.02131)
C (5.51036, 1.78727, -0.30702)
C (2.00573, -3.36646, -0.35321)
C (-0.02030, -4.50756, -0.64807)
C (2.79737, -2.10074, -0.30754)
C (-5.65395, 3.23472, 0.05709)
C (4.64111, -0.43735, -0.33100)
C (1.98019, -5.77428, -0.18822)
C (-2.06949, 3.71625, -0.39376)
C (3.33372, 0.05630, -0.26806)
C (0.60774, -5.73107, -0.44451)
C (0.62956, -3.25392, -0.61303)
H (-1.09370, -4.53351, -0.84165)
H (-6.29454, 4.01765, 0.45669)
H (6.34913, 2.47315, -0.32150)
H (-5.70287, 2.34434, 0.68762)
H (6.74985, 0.03100, -0.39566)
H (-2.33846, 1.30915, -0.65225)
H (-6.00533, 2.94335, -0.93528)
H (2.09999, 1.81297, -0.17871)
H (3.74668, -4.60511, 0.07192)
H (-1.94309, 5.71641, 0.15776)
H (2.48583, -6.71712, -0.01442)
H (4.03997, 3.35917, -0.21629)
H (-3.89000, 1.14608, -0.13182)
H (0.03632, -6.65473, -0.47427)

Atom-resolved charges from Mulliken, all expressed in e: 0.567 0.819 -0.795 -0.399 -0.492 -0.786 -0.697 -0.880 0.223 -0.256 0.488 -0.820 -0.545 -0.580 -0.317 -0.643 0.936 -0.318 1.169 -0.277 0.469 -0.930 0.925 -0.590 0.174 -0.609 -0.420 -1.350 0.359 0.321 0.342 0.039 0.356 0.183 0.278 0.455 0.222 0.175 0.343 0.380 0.141 0.339